[1]
Below is C47H60BCsN5O5 as an isolated structure, with properties calculated with the ωB97M-V functional and the def2-TZVPD basis.

Output
Relative energy (zero: lowest compared OMol25 entry of this formula, charge and spin) = 0.1963 eV
HOMO = -2.790 eV
LUMO level = 1.89 eV
Multiplicity = 1
Total charge = -1

The geometry in XYZ format:
```
119
Properties=species:S:1:pos:R:3:forces:R:3:lowdin_charge:R:1
Cs -0.470 -0.001 -1.492 1.227 -1.585 2.510 1.044
C 3.380 -3.349 -1.372 -0.019 -0.013 -0.004 -0.040
C 2.549 -2.777 -2.490 -0.025 -0.074 0.052 -0.259
C 2.822 -1.497 -2.964 0.061 0.049 -0.035 -0.027
C 2.070 -0.926 -3.983 -0.056 0.074 -0.025 -0.296
C 2.359 0.475 -4.466 -0.080 -0.074 -0.013 -0.040
C 1.025 -1.664 -4.537 -0.060 0.111 -0.059 -0.034
C 0.722 -2.942 -4.081 -0.036 0.007 0.024 -0.269
C -0.416 -3.723 -4.694 0.058 0.074 0.022 -0.047
C 1.491 -3.485 -3.053 0.041 0.035 0.034 -0.016
H 3.403 -2.666 -0.519 -0.013 -0.041 0.006 0.068
H 4.416 -3.503 -1.692 -0.090 0.012 0.018 0.086
H 2.985 -4.308 -1.029 0.025 0.069 -0.015 0.075
H 3.635 -0.932 -2.514 -0.073 -0.007 -0.008 0.117
H 2.748 1.095 -3.657 0.004 -0.014 -0.010 0.079
H 1.452 0.949 -4.849 0.059 -0.026 0.048 0.073
H 3.105 0.465 -5.265 -0.014 0.002 0.010 0.080
H 0.418 -1.216 -5.320 0.028 -0.038 0.105 0.125
H -0.063 -4.332 -5.531 -0.008 0.010 0.013 0.081
H -1.188 -3.049 -5.072 0.044 -0.044 0.031 0.068
H -0.868 -4.396 -3.963 0.011 0.018 -0.022 0.070
H 1.256 -4.476 -2.673 -0.004 0.035 -0.017 0.115
O -3.999 -0.751 -0.661 -0.227 0.132 -0.036 -0.089
C -4.949 0.281 -0.795 0.220 -0.033 0.043 -0.196
C -4.336 1.670 -0.795 0.061 -0.036 0.042 -0.256
C -5.136 2.790 -0.989 -0.089 -0.006 -0.017 -0.025
C -4.540 4.036 -1.025 -0.062 0.043 -0.013 -0.062
C -3.168 4.128 -0.859 0.078 0.029 0.026 -0.054
C -2.454 2.961 -0.663 0.074 -0.127 0.009 -0.136
N -3.020 1.753 -0.633 -0.055 0.018 -0.147 0.093
H -3.297 -0.558 -1.301 -0.107 -0.181 -0.001 -0.007
H -5.643 0.189 0.042 -0.019 -0.008 0.053 0.125
H -5.533 0.168 -1.717 -0.035 -0.020 -0.063 0.120
H -6.205 2.678 -1.133 0.027 -0.009 0.006 0.114
H -5.136 4.925 -1.192 0.012 -0.025 0.004 0.105
H -2.660 5.083 -0.884 0.012 -0.024 0.002 0.108
H -1.376 2.979 -0.526 -0.118 0.068 0.011 0.088
C -3.725 -3.261 -3.178 -0.033 0.086 -0.067 -0.003
C -3.595 -1.884 -3.734 -0.111 0.055 0.111 -0.376
N -2.733 -0.973 -3.339 0.160 0.059 -0.164 0.090
C -2.997 0.166 -4.072 0.033 0.011 0.031 -0.127
C -4.057 -0.072 -4.910 0.038 0.058 -0.009 -0.085
N -4.405 -1.378 -4.685 -0.156 -0.098 -0.131 0.172
C -4.854 0.699 -5.902 0.070 -0.246 0.210 -0.518
O -4.603 1.967 -6.018 0.514 0.473 0.228 0.115
O -5.714 0.116 -6.533 -0.192 -0.143 -0.139 0.066
C -2.165 1.420 -3.952 -0.044 0.452 -0.298 -0.623
O -2.676 2.473 -4.428 -0.165 -0.250 -0.167 0.001
O -1.047 1.322 -3.413 -0.842 1.245 -1.988 -0.389
H -2.940 -3.421 -2.443 0.009 0.002 -0.002 0.084
H -3.637 -4.013 -3.965 0.013 -0.003 0.019 0.077
H -4.690 -3.388 -2.684 0.023 0.009 0.013 0.083
H -5.153 -1.823 -5.193 -0.034 -0.037 0.004 0.165
H -3.819 2.245 -5.373 -0.185 -0.106 -0.026 0.074
C 0.871 -3.024 4.036 -0.039 0.013 -0.114 -0.054
C 1.498 -3.443 2.701 -0.030 0.189 0.127 -0.351
C 0.501 -3.293 1.545 0.089 0.004 -0.079 -0.053
C 2.836 -2.770 2.402 -0.076 -0.080 0.011 -0.124
C 3.932 -3.608 2.205 -0.031 -0.045 -0.185 -0.061
C 5.173 -3.117 1.828 0.009 0.052 0.012 -0.097
C 5.329 -1.755 1.637 -0.018 -0.055 -0.021 -0.052
C 4.271 -0.877 1.861 -0.010 0.038 -0.040 -0.127
C 4.484 0.610 1.641 0.124 -0.028 -0.005 -0.370
C 4.791 0.908 0.170 0.036 -0.022 0.024 -0.055
C 5.571 1.169 2.561 0.014 0.013 -0.019 -0.063
C 3.026 -1.381 2.278 0.083 0.109 -0.058 -0.128
N 2.014 -0.452 2.642 0.006 0.047 0.434 -0.026
B 1.041 0.287 1.805 -0.030 -0.129 -0.188 -0.381
N 0.468 1.164 2.859 0.138 0.186 0.305 0.004
C 1.106 0.979 4.099 -0.195 0.319 -0.245 -0.130
C 2.043 0.031 3.969 0.145 -0.249 -0.268 -0.110
C -0.575 2.135 2.752 0.062 0.034 -0.029 -0.109
C -0.295 3.457 2.330 0.033 -0.027 -0.040 -0.113
C -1.333 4.389 2.310 -0.049 -0.026 -0.029 -0.065
C -2.625 4.055 2.675 0.025 -0.033 -0.042 -0.098
C -2.891 2.757 3.063 -0.011 0.000 -0.026 -0.049
C -1.894 1.781 3.109 -0.043 0.008 0.019 -0.110
C -2.359 0.393 3.555 0.153 -0.038 -0.039 -0.350
C -2.197 -0.690 2.484 -0.007 0.035 0.044 -0.049
C -1.780 -0.069 4.898 -0.010 0.006 -0.025 -0.060
C 1.057 4.000 1.848 0.054 -0.148 0.098 -0.357
C 2.218 3.844 2.834 -0.049 -0.021 0.004 -0.056
C 1.443 3.512 0.447 -0.104 -0.011 -0.026 -0.063
H -0.009 -3.642 4.242 0.061 0.014 -0.012 0.077
H 0.553 -1.981 4.012 0.019 -0.100 0.013 0.047
H 1.580 -3.150 4.858 -0.031 0.031 -0.025 0.081
H 1.727 -4.509 2.781 0.032 -0.072 0.037 0.115
H 0.293 -2.239 1.343 0.013 0.007 0.043 0.030
H -0.438 -3.806 1.785 0.099 0.066 -0.019 0.080
H 0.906 -3.727 0.624 -0.016 0.008 0.071 0.070
H 3.795 -4.679 2.316 0.002 0.039 0.014 0.105
H 6.004 -3.796 1.667 -0.042 0.036 0.021 0.096
H 6.289 -1.363 1.313 -0.052 -0.016 0.026 0.106
H 3.552 1.115 1.878 -0.118 -0.014 0.032 0.095
H 5.698 0.390 -0.161 -0.065 0.048 0.017 0.073
H 4.939 1.982 0.021 -0.021 -0.074 0.003 0.077
H 3.957 0.584 -0.457 0.018 0.022 0.015 0.067
H 6.559 0.773 2.301 -0.054 0.019 0.031 0.070
H 5.367 0.915 3.604 0.007 0.024 -0.046 0.078
H 5.612 2.260 2.478 0.021 -0.076 -0.001 0.073
H 0.846 1.548 4.981 -0.004 -0.025 -0.067 0.120
H 2.713 -0.364 4.720 -0.054 0.017 -0.076 0.118
H -1.117 5.402 1.984 -0.002 -0.038 0.024 0.106
H -3.419 4.793 2.634 0.038 -0.021 0.020 0.099
H -3.905 2.479 3.333 0.039 -0.004 -0.008 0.105
H -3.433 0.508 3.717 -0.065 0.027 0.006 0.113
H -1.143 -0.863 2.263 -0.066 0.016 -0.005 0.028
H -2.696 -0.398 1.558 0.022 -0.020 -0.010 0.063
H -2.644 -1.629 2.835 0.035 0.086 -0.025 0.084
H -0.748 -0.402 4.793 -0.061 0.050 0.045 0.044
H -2.368 -0.911 5.278 0.029 0.045 -0.029 0.076
H -1.812 0.733 5.642 0.015 -0.061 -0.038 0.080
H 0.891 5.076 1.759 -0.004 0.072 0.011 0.111
H 2.545 2.810 2.925 -0.020 -0.065 0.017 0.052
H 1.935 4.200 3.830 0.035 -0.051 -0.061 0.082
H 3.071 4.441 2.489 -0.078 -0.043 0.023 0.075
H 1.530 2.422 0.416 0.039 -0.018 0.072 0.026
H 2.396 3.962 0.143 -0.096 -0.046 0.024 0.077
H 0.682 3.806 -0.286 0.100 0.006 0.050 0.067
```
Positions in Å, forces in eV/Å.

[2]
Below is a 6-piece molecular cluster, H12O6 overall, with properties calculated with the ωB97M-V functional and the def2-TZVPD basis.

Output
Relative energy (zero: lowest compared OMol25 entry of this formula, charge and spin) = 0.9706 eV
HOMO = -10.482 eV
Structure (SMILES) = O.O.O.O.O.O
LUMO level = 0.09 eV
Multiplicity = 1

The geometry in XYZ format:
```
18
Properties=species:S:1:pos:R:3:forces:R:3:nbo_charge:R:1
O -2.528 -0.410 0.626 -0.020 0.511 -0.066 -0.971
H -3.472 -0.409 0.433 0.075 -0.110 0.009 0.491
H -2.337 0.489 0.932 0.005 -0.152 0.001 0.497
O 2.450 0.299 -1.358 -0.224 0.230 -0.352 -0.949
H 2.925 1.138 -1.294 0.059 -0.169 0.067 0.491
H 2.212 0.220 -2.292 0.254 -0.084 0.075 0.483
O -0.713 -2.445 1.362 -0.266 0.351 -0.076 -0.971
H -1.277 -1.702 1.071 0.014 -0.431 0.247 0.492
H -0.783 -3.098 0.658 0.141 0.024 0.054 0.473
O -0.240 1.044 -0.754 0.299 -0.533 -0.521 -0.987
H 0.676 0.848 -1.039 -0.330 0.039 0.432 0.495
H -0.674 0.182 -0.701 -0.093 0.172 0.055 0.493
O 1.898 -2.335 0.379 0.074 0.256 -0.022 -0.970
H 2.099 -1.593 -0.203 0.109 -0.003 0.122 0.469
H 1.269 -1.982 1.030 -0.026 -0.308 -0.244 0.491
O -0.728 3.256 0.706 0.019 -0.397 -0.471 -0.982
H -0.181 3.979 0.386 -0.081 -0.010 0.034 0.460
H -0.596 2.519 0.057 -0.010 0.614 0.654 0.495
```
Positions in Å, forces in eV/Å.

[3]
Below is a 3-piece molecular cluster, C3H14N2O2 overall, with properties calculated with the ωB97M-V functional and the def2-TZVPD basis.

Output
Relative energy (zero: lowest compared OMol25 entry of this formula, charge and spin) = 1.8244 eV
HOMO = -8.781 eV
Structure (SMILES) = CCNCN.O.O
LUMO level = 0.63 eV
Multiplicity = 1

The geometry in XYZ format:
```
21
Properties=species:S:1:pos:R:3:forces:R:3:nbo_charge:R:1
C -0.763 1.500 -1.785 1.267 2.131 2.556 -0.637
C 0.228 0.824 -0.759 0.179 -0.148 -1.494 -0.215
N -0.368 -0.451 -0.363 1.234 -0.239 1.259 -0.684
C 0.545 -1.466 0.283 -1.095 -0.097 -1.582 -0.051
N -0.228 -2.510 0.859 -1.787 0.209 4.145 -0.823
H -0.780 0.889 -2.646 -0.443 -0.249 -1.131 0.207
H -0.499 2.574 -1.955 0.768 -1.006 -0.641 0.219
H -1.722 1.785 -1.340 -0.348 -1.308 0.054 0.214
H 1.295 0.739 -1.183 -1.667 -0.071 0.175 0.188
H 0.375 1.378 0.155 -0.186 0.592 0.249 0.182
H -0.938 -0.890 -1.074 0.413 -0.019 -0.268 0.357
H 1.226 -1.127 1.034 0.035 1.152 0.357 0.198
H 1.193 -1.988 -0.410 0.290 0.348 -0.939 0.153
H -0.542 -2.147 1.856 0.784 -1.077 -2.466 0.351
H -1.140 -2.599 0.424 0.142 -0.120 -0.447 0.348
H 3.813 0.399 0.708 2.412 -1.371 0.051 0.463
H 2.871 1.315 1.191 -0.786 0.674 0.263 0.465
O 2.981 0.711 0.462 -1.397 0.716 -0.190 -0.923
H -3.199 0.248 1.834 -4.479 -1.341 0.056 0.455
H -2.001 0.314 0.914 0.227 -0.293 -0.087 0.489
O -2.347 0.500 1.796 4.437 1.514 0.081 -0.958
```
Positions in Å, forces in eV/Å.

[4]
Below is one molecule with the formula C7H14O, with properties calculated with the ωB97M-V functional and the def2-TZVPD basis.

Output
Relative energy (zero: lowest compared OMol25 entry of this formula, charge and spin) = 1.1656 eV
HOMO = -8.719 eV
Structure (SMILES) = C/C=C(\C)CCCO
LUMO level = 0.96 eV
Multiplicity = 1

The geometry in XYZ format:
```
22
Properties=species:S:1:pos:R:3:forces:R:3:nbo_charge:R:1
C -2.693 -0.384 -1.348 -0.099 0.681 0.594 -0.060
O -3.384 0.668 -0.655 -0.385 -0.361 0.304 -0.728
C -1.389 -0.743 -0.671 0.555 -0.650 -0.339 -0.420
C -0.615 0.503 -0.250 -0.339 -0.075 0.389 -0.423
C 0.786 0.194 0.217 -0.278 0.208 -1.032 0.017
C 1.234 0.710 1.353 0.318 -0.071 0.420 -0.192
C 2.579 0.480 1.970 0.418 0.448 -0.353 -0.648
C 1.702 -0.571 -0.714 0.883 0.351 0.738 -0.664
H -2.423 0.060 -2.300 -0.294 -0.130 -0.367 0.173
H -3.373 -1.228 -1.455 0.185 -0.170 -0.332 0.170
H -3.890 0.269 0.070 0.272 0.232 -0.308 0.462
H -0.788 -1.303 -1.400 -0.144 0.110 -0.070 0.199
H -1.494 -1.466 0.139 -0.245 0.238 0.371 0.198
H -0.693 1.225 -1.073 0.425 -0.058 -0.029 0.207
H -1.142 0.964 0.584 -0.050 0.115 -0.049 0.218
H 0.647 1.474 1.845 -0.422 -0.221 0.229 0.194
H 3.186 1.379 1.797 0.223 -0.267 -0.205 0.215
H 2.573 0.403 3.048 -0.442 -0.145 0.375 0.217
H 3.097 -0.406 1.597 -0.004 0.216 -0.114 0.209
H 2.265 -1.287 -0.131 -0.009 -0.639 0.011 0.219
H 1.316 -1.054 -1.603 -0.444 0.047 0.094 0.217
H 2.498 0.112 -1.022 -0.125 0.143 -0.328 0.221
```
Positions in Å, forces in eV/Å.

[5]
Below is a 15-piece molecular cluster, C3H35O15S2 overall, with properties calculated with the ωB97M-V functional and the def2-TZVPD basis.

Output
HOMO = -6.800 eV
LUMO level = 2.29 eV
Multiplicity = 1
Total charge = -1

The geometry in XYZ format:
```
55
Properties=species:S:1:pos:R:3:forces:R:3:nbo_charge:R:1
C 0.082 -1.095 1.251 -1.823 -0.841 0.895 -0.465
C 0.073 -0.295 -0.057 2.232 -0.587 0.913 -0.097
O 1.483 0.085 -0.237 -0.650 0.010 0.606 -0.802
C 0.261 -2.567 0.934 1.623 -0.966 0.645 -0.546
S -0.100 -3.722 2.319 1.016 0.795 0.019 0.085
S -2.070 -3.828 2.441 -1.903 -0.549 -0.346 -0.172
H -0.902 -0.979 1.792 0.602 -0.010 -0.797 0.203
H 0.808 -0.834 2.055 -0.247 0.344 -1.080 0.230
H -0.206 -0.908 -0.919 -0.204 0.215 0.319 0.184
H -0.521 0.557 0.134 -0.556 0.956 -0.636 0.239
H 1.413 -2.710 0.987 -1.707 -0.161 -1.171 0.241
H -0.315 -2.912 0.031 1.005 0.312 0.746 0.257
H -2.579 -2.736 3.055 0.634 0.168 0.143 0.115
H 3.903 -2.245 -1.947 -0.378 0.153 -0.033 0.481
H 2.600 -1.496 -1.476 -0.392 0.128 -0.591 0.512
O 3.470 -1.798 -1.214 0.742 -0.350 0.348 -0.982
H 0.320 -0.686 -3.108 0.040 0.099 -0.251 0.509
H -1.815 -1.098 -3.502 -0.192 -0.214 -0.072 0.473
O -1.199 -0.370 -3.583 0.039 0.308 0.479 -1.052
H 1.442 -2.108 3.998 -0.409 -0.351 -0.113 0.464
H 2.625 -2.128 2.994 0.006 0.425 0.001 0.496
O 2.378 -1.943 3.913 0.378 0.127 0.323 -0.967
H 2.696 -0.340 1.213 0.698 -0.745 0.099 0.487
H 3.497 -1.470 0.584 0.067 0.183 0.083 0.500
O 3.321 -1.058 1.449 -0.233 0.147 -0.030 -0.995
H 1.189 1.766 3.285 -0.603 0.021 0.183 0.502
H 1.114 0.414 3.830 -0.263 -0.154 0.433 0.468
O 0.608 1.239 3.888 0.651 -0.103 -0.198 -0.994
H -1.856 2.796 0.391 0.080 -0.040 -1.041 0.503
H -1.800 2.791 -1.228 -0.412 -0.333 0.774 0.496
O -1.883 3.344 -0.426 0.046 1.128 0.291 -1.053
H -1.526 0.377 -2.870 -0.523 -0.738 -0.721 0.496
H -3.013 1.513 -2.660 0.586 0.097 0.164 0.463
O -2.205 1.368 -2.135 -0.395 -0.233 -0.633 -1.163
H -3.959 0.386 -0.067 -0.470 -0.191 0.544 0.454
H -2.773 0.703 -0.879 0.839 0.002 0.465 0.505
O -3.014 0.254 0.002 -0.537 -0.262 -0.626 -1.033
H -1.847 0.865 1.780 -0.417 -0.070 -0.219 0.494
H -0.624 1.708 2.166 -0.527 0.039 -0.269 0.508
O -1.401 1.684 1.561 0.961 0.301 1.437 -0.974
H 1.360 0.414 -3.250 0.004 -0.585 -0.002 0.474
H 1.657 0.388 -1.126 -0.291 -0.013 -0.598 0.505
O 1.288 -0.518 -2.967 0.496 0.656 0.009 -1.025
H 0.283 4.233 0.133 -0.441 -0.175 -0.209 0.502
H 0.635 3.412 -1.108 -0.190 -0.011 0.200 0.502
O 0.947 3.635 -0.222 0.563 0.405 -0.305 -0.965
H -2.091 -1.502 -1.506 -0.032 0.458 0.187 0.483
H -2.920 -2.521 -0.779 -0.041 0.022 0.165 0.480
O -2.252 -2.445 -1.465 -0.013 -0.433 -0.240 -0.960
H -0.318 1.865 -4.494 -0.114 -0.318 -0.246 0.467
H -0.926 2.006 -3.078 0.007 0.547 -0.559 0.497
O -0.348 2.459 -3.748 0.289 0.130 0.688 -1.002
H 1.479 2.693 1.033 0.107 0.384 0.565 0.507
H 1.762 1.305 1.106 0.103 -0.411 0.322 0.484
O 1.770 2.054 1.728 0.150 0.282 -1.060 -1.018
```
Positions in Å, forces in eV/Å.

[6]
Below is CH6N3O as an isolated structure, with properties calculated with the ωB97M-V functional and the def2-TZVPD basis.

Output
Relative energy (zero: lowest compared OMol25 entry of this formula, charge and spin) = 4.5350 eV
HOMO = -15.793 eV
LUMO level = -5.08 eV
Multiplicity = 1
Total charge = +1

The geometry in XYZ format:
```
11
Properties=species:S:1:pos:R:3:forces:R:3:nbo_charge:R:1
C 0.493 0.817 0.446 0.055 0.454 -0.442 -0.152
N -0.894 0.513 0.124 -0.289 0.745 0.172 -0.402
N 1.044 -0.456 0.784 -1.568 -2.085 -1.330 -0.234
N -0.784 -0.563 -0.797 -0.278 0.186 -0.481 -0.110
O 0.289 -1.380 -0.492 1.937 0.988 2.046 -0.277
H 0.957 1.353 -0.396 -0.049 -0.191 0.199 0.211
H 0.533 1.435 1.349 -0.121 0.002 -0.111 0.281
H -1.391 0.206 0.960 0.019 -0.276 -0.231 0.403
H 2.031 -0.614 0.589 0.107 0.052 -0.552 0.399
H -1.644 -1.140 -0.814 0.273 0.250 0.176 0.452
H -0.635 -0.171 -1.752 -0.087 -0.125 0.554 0.430
```
Positions in Å, forces in eV/Å.

HOMO of number 4 (C7H14O)?
-8.719 eV